# C32H45F5O30

10 unconnected molecules or ions with the total composition C32H45F5O30 in a non-equilibrium geometry (the ωB97M-V functional and the def2-TZVPD basis, the OMol25 dataset).

```
112
Properties=species:S:1:pos:R:3
F -4.1384 27.7671 12.0518
F -2.1528 30.2983 18.8725
F -7.7829 22.0858 19.8420
F 0.3368 31.5755 12.5614
F -0.0738 23.0919 15.9905
O -3.8727 22.3007 22.1494
O -4.7107 23.4232 20.2468
O 0.8586 24.3433 19.3223
O 1.3385 30.3526 14.1697
O -3.3392 28.7629 20.0230
O -3.3190 25.9001 19.3309
O -5.4470 25.4022 13.0618
O -2.5260 24.6605 17.5350
O -0.4956 18.3965 18.4621
O -0.9062 26.4568 22.8995
O -0.1706 23.6766 13.7468
O -6.8296 24.2200 11.7822
O -4.0641 26.1688 17.2377
O -0.0813 25.8795 13.0354
O -0.4625 25.0132 24.6417
O 1.5355 24.9160 14.4081
O -0.7654 29.6797 14.3935
O -4.4713 30.0401 9.5746
O -4.9660 29.5992 21.4194
O 0.5360 29.8528 16.2774
O -0.3636 26.2804 19.1830
O -1.6188 19.3976 16.8789
O -6.0240 22.0469 21.2552
O -6.6267 30.7985 9.8286
O -4.9297 29.8436 19.1107
O 1.2318 25.6460 17.6488
O -1.3972 20.2738 19.0213
O -5.6328 29.2251 11.1923
O -4.8346 23.5764 11.8861
O -2.4075 24.9964 23.5482
C -3.8094 25.6960 15.9512
C -0.5071 29.5117 13.0461
C -4.1219 29.4305 18.0074
C -7.8757 25.1150 11.8657
C -5.6559 24.4961 12.2750
C -3.2750 25.6240 18.1426
C -4.3490 26.0568 22.8513
C -4.7855 22.5544 21.2738
C -0.0406 17.2752 17.7183
C -2.8257 24.6160 16.1342
C -5.6890 30.0688 10.1940
C -6.8436 22.8886 20.4389
C 0.7184 30.3698 12.8523
C -1.2426 19.3444 18.0267
C -3.4216 23.7131 12.1209
C -4.4881 29.3934 20.2769
C -3.2124 26.9728 15.1987
C 0.5229 25.4761 18.8007
C -2.9216 25.6624 22.3937
C 0.9358 26.7396 16.8124
C 1.9158 23.5336 14.7160
C 0.3846 24.8814 13.6456
C -1.7839 21.5724 18.5451
C -2.8911 29.1381 18.7683
C -1.1949 25.4691 23.8276
C 0.4048 29.9850 15.0430
C -4.5867 28.2504 10.9429
C -1.9345 26.7097 21.9915
C -3.6101 29.2126 10.3056
C -5.8054 23.2852 19.3816
C 0.2945 23.9599 20.5937
C 0.4842 22.9177 14.7501
H -4.0446 30.2918 17.3440
H -6.1406 24.0848 18.7209
H -1.5101 26.7492 20.9882
H 0.0839 26.5497 16.1596
H -8.7051 24.7302 11.2723
H 0.9085 27.6618 17.3930
H -7.6322 26.1512 11.6309
H -4.7711 25.1942 23.3670
H 1.3454 30.0068 12.0380
H -2.8635 22.8993 11.6580
H -5.7306 22.4574 18.6765
H -2.2165 22.0856 19.4040
H -0.9756 22.1578 18.1068
H -2.8912 28.7402 9.6361
H 2.4809 23.4680 15.6457
H 0.3182 24.6845 21.4076
H 1.8224 26.8561 16.1891
H -4.0149 27.7065 15.1228
H 0.6384 21.8477 14.6104
H 2.4324 23.1028 13.8583
H 0.8406 23.0462 20.8285
H -7.3686 23.6443 21.0234
H -2.8996 26.7005 14.1906
H -4.8957 27.4020 10.3323
H -0.7754 16.5193 17.4414
H -2.6376 21.6498 17.8718
H -0.3919 28.4362 12.9114
H -3.1014 24.6914 11.7624
H -8.1058 25.1439 12.9308
H -4.3640 27.0011 23.3955
H -3.3518 23.6961 13.2086
H -4.9121 26.3585 21.9681
H -0.7556 23.6718 20.5458
H -2.3780 28.3681 18.1921
H -1.3395 29.8832 12.4484
H -2.4090 27.6622 22.2277
H -2.2879 27.4094 15.5767
H -3.1779 29.7138 11.1717
H 0.7066 16.7743 18.3340
H 0.4702 17.6644 16.8376
H -3.0398 24.9162 21.6081
H -4.6922 25.3378 15.4216
H -4.6591 28.6471 17.4727
H -1.8820 24.6963 15.5947
H -3.2567 23.6647 15.8223
```

The calculation puts the HOMO-LUMO gap (spin up / spin down) at 10.84 / 3.79 eV. The multiplicity is 2. As for the total charge: +1.

# C32H46Br21F4N4O6

A molecular structure, C32H46Br21F4N4O6 in a non-equilibrium geometry (the ωB97M-V functional and the def2-TZVPD basis, the OMol25 dataset).

```
113
Properties=species:S:1:pos:R:3
Br -6.0011 7.1711 -4.4072
Br 2.5138 -7.1345 1.7502
Br -8.1442 4.9715 -3.6192
Br 6.6604 -2.8340 -0.2075
Br 3.6912 5.8337 -2.3491
Br 6.5465 5.1864 -6.3758
Br -5.9000 -0.9304 5.2456
Br 8.7577 -4.5576 1.3851
Br 7.4128 -5.7373 -1.2534
Br -5.5463 -3.5091 7.0618
Br 5.2118 -7.0410 3.4112
Br 7.3992 7.4174 -8.4681
Br 2.1398 5.7984 -5.1105
Br -3.3692 8.0592 -2.0778
Br -5.1532 4.1160 -4.3423
Br 5.0444 7.9983 -6.4151
Br -3.6881 9.9060 -4.6348
Br 4.7606 -9.3092 1.2338
Br -3.1600 -1.4290 6.7695
Br 3.3587 3.0793 -3.9019
Br -1.0106 8.2494 -4.1955
F 1.0998 -1.8193 -2.9320
F -0.7026 -0.6661 1.5725
F 3.6613 -3.1793 0.4209
F 1.2698 1.0320 1.9505
O 3.4066 -4.1694 -1.5244
O -2.2364 0.9692 -1.9852
O 3.2660 -1.9094 -3.3155
O 4.5298 -0.3364 -1.2276
O 6.2809 0.8317 -0.6304
O 0.1146 2.6928 -2.7225
N 2.3870 -2.1483 -1.1446
N -0.3292 1.4889 -0.7431
N 5.3452 0.8964 -1.2877
N -0.2965 -0.9747 -0.6577
C 0.1131 -1.3584 0.7463
C -2.1676 -3.1919 2.4927
C -3.4386 -2.4116 2.6531
C 4.4076 -7.4944 1.7240
C 0.2980 2.5846 -1.5455
C 6.7064 7.0784 -6.7131
C -4.8897 -2.1464 0.5454
C -2.5681 2.0498 0.0971
C -6.5831 5.3665 -4.6711
C 7.1882 -4.6198 0.2906
C 2.2982 -0.0701 4.6485
C -4.5742 -2.9448 1.7704
C 3.8466 -0.4692 -0.0020
C 3.5309 4.9928 -4.0732
C 0.2905 0.2577 -1.2162
C 1.2191 3.4689 -0.8002
C -2.3124 -4.6190 3.0344
C 1.6187 -1.1496 1.0206
C -5.0709 -1.6670 6.8152
C -2.4618 9.1785 -3.3467
C -6.1315 -0.5330 -0.7628
C 1.7802 0.3042 -0.9608
C 3.1816 -3.2442 -0.8043
C -0.2216 -2.8273 0.9013
C -5.6867 -0.0782 1.6858
C -5.5271 -0.9850 0.5150
C -1.6905 -3.1783 1.0258
C 2.4196 -0.9138 -0.2853
C 1.5207 -0.7136 3.4954
C -1.7684 1.4707 -0.9951
C 2.3683 -1.9487 -2.5451
C 1.9247 -0.1708 2.1369
H 2.6917 -0.8418 5.2837
H -5.4599 -0.6998 -1.5936
H 4.8407 -6.8660 0.9600
H -1.4146 -2.6716 3.0654
H -4.6169 -2.5832 -0.3985
H -5.4793 -2.9814 2.3539
H 0.4753 -0.5093 3.6521
H 3.7866 0.5014 0.4654
H 1.9580 -2.0985 1.3850
H 3.0866 0.5691 4.2914
H -0.0252 -1.7573 -1.2538
H -2.0394 10.0102 -2.8058
H 6.3978 -5.0486 0.8872
H 0.2818 -3.3823 0.1253
H -6.5252 -0.3408 2.3174
H -3.2800 -1.3713 2.4264
H 1.6277 0.4911 5.2701
H -2.6623 1.3012 0.8681
H 0.2391 -3.1190 1.8303
H -2.3515 -2.5300 0.4579
H 0.1391 0.2080 -2.2840
H -6.3433 0.5165 -0.7498
H 0.9319 3.6021 0.2278
H -7.0447 -1.0679 -0.9703
H -3.7251 -2.4402 3.6909
H 1.9451 1.0723 -0.2309
H 2.3249 0.6083 -1.8401
H 1.6122 -1.7862 3.5109
H -5.4425 -1.1181 7.6660
H -1.6996 -4.7337 3.9118
H -3.5276 2.3712 -0.2581
H 4.3760 -1.0997 0.6986
H -1.8139 -4.1604 0.6045
H -1.3209 -0.9814 -0.6826
H 4.4503 5.1712 -4.6106
H -4.8051 -0.0033 2.2962
H -4.3734 -3.9566 1.4578
H -3.3413 -4.8283 3.2692
H -6.8621 5.2624 -5.7077
H 1.3469 4.3816 -1.3519
H -1.9629 -5.3575 2.3347
H -2.0037 2.8492 0.5503
H 2.1740 2.9639 -0.8180
H -5.9031 0.9124 1.3239
H 7.4200 7.4673 -6.0043
H 2.9772 0.0447 2.2285
```

The calculation puts the HOMO-LUMO gap at 7.70 eV. The relative energy (zero: lowest compared OMol25 entry of this formula, charge and spin) comes out at 0.8720 eV. As for the total charge: +1.

Question: What is the formula in the second record?
Answer: C32H46Br21F4N4O6